Record 1
{"formula": "C2H4N3O", "method": "ωB97M-V/def2-TZVPD", "smiles": "C[n+]1cnno1", "e_above_lowest_ev": 4.546, "energy_ev": -8644.3685, "lumo_ev": -6.30, "homo_lumo_gap_ev": 10.90, "mol_weight_da": 86.1, "charge": 1, "fmax_ev_per_a": 5.3, "spin_multiplicity": 1, "symbols": ["C", "N", "C", "N", "N", "O", "H", "H", "H", "H"], "coordinates": [[-0.323, 0.468, 0.001], [1.028, 0.128, 0.025], [1.586, -1.016, 0.067], [3.019, -0.752, -0.125], [3.255, 0.419, -0.005], [2.094, 1.134, 0.064], [-0.903, -0.297, 0.242], [-0.708, 1.433, 0.442], [-0.500, 0.589, -1.039], [1.258, -2.003, 0.004]]}



Record 2
{"formula": "C2H4N3P", "method": "ωB97M-V/def2-TZVPD", "e_above_lowest_ev": 4.434, "energy_ev": -15892.6932, "lumo_ev": [-0.42, -0.23], "homo_lumo_gap_ev": [6.94, 7.23], "mol_weight_da": 101.0, "fmax_ev_per_a": 3.8, "spin_multiplicity": 1, "symbols": ["C", "C", "N", "N", "N", "P", "H", "H", "H", "H"], "coordinates": [[-1.044, 0.077, -0.276], [-0.589, -0.997, -0.882], [-0.822, 0.933, 0.797], [0.278, 1.202, 1.435], [-0.171, -1.864, -1.642], [1.901, 0.848, 1.778], [-2.077, 0.335, -0.816], [0.252, 2.087, 1.891], [1.866, -0.634, 1.355], [0.437, -1.903, -2.428]]}



Record 3
{"formula": "C2H4N4", "method": "ωB97M-V/def2-TZVPD", "smiles": "[H]/N=N/C=N\\N=C", "e_above_lowest_ev": 3.638, "energy_ev": -8095.6761, "lumo_ev": -0.06, "homo_lumo_gap_ev": 8.94, "mol_weight_da": 84.1, "fmax_ev_per_a": 0.5, "spin_multiplicity": 1, "symbols": ["H", "N", "N", "C", "N", "N", "C", "H", "H", "H"], "coordinates": [[1.722, 1.959, 0.219], [0.972, 1.288, 0.437], [-0.102, 1.833, 0.124], [-1.202, 0.945, 0.144], [-1.164, -0.269, -0.258], [0.035, -0.738, -0.694], [0.483, -1.830, -0.234], [-2.168, 1.398, 0.351], [-0.005, -2.409, 0.552], [1.430, -2.176, -0.641]]}



Record 4
{"formula": "C2H4N4", "method": "ωB97M-V/def2-TZVPD", "smiles": "[H]/N=N/C=N\\N=C", "e_above_lowest_ev": 4.059, "energy_ev": -8095.2555, "lumo_ev": 0.10, "homo_lumo_gap_ev": 8.61, "mol_weight_da": 84.1, "fmax_ev_per_a": 0.6, "spin_multiplicity": 1, "symbols": ["H", "N", "N", "C", "N", "N", "C", "H", "H", "H"], "coordinates": [[0.105, -1.012, -2.111], [0.328, -0.937, -1.114], [1.488, -0.474, -0.961], [1.614, 0.077, 0.295], [0.580, 0.630, 0.864], [-0.550, 0.515, 0.162], [-1.718, 0.362, 0.621], [2.608, 0.262, 0.690], [-1.939, 0.209, 1.672], [-2.515, 0.368, -0.119]]}



Record 5
{"formula": "C2H4N4", "method": "ωB97M-V/def2-TZVPD", "e_above_lowest_ev": 4.257, "energy_ev": -8095.0573, "lumo_ev": -0.25, "homo_lumo_gap_ev": 7.98, "mol_weight_da": 84.1, "fmax_ev_per_a": 1.7, "spin_multiplicity": 1, "symbols": ["C", "N", "N", "C", "N", "N", "H", "H", "H", "H"], "coordinates": [[-1.389, 0.071, -0.002], [-0.451, 1.205, -0.021], [0.722, 1.153, 0.383], [1.585, 0.075, 0.426], [1.324, -0.872, -0.460], [0.741, -1.220, -1.383], [-1.051, -0.795, 0.576], [-1.713, -0.245, -1.000], [-2.271, 0.501, 0.493], [2.504, 0.127, 0.988]]}



Record 6
{"formula": "C2H4N4", "method": "ωB97M-V/def2-TZVPD", "smiles": "Nc1c[nH]nn1", "e_above_lowest_ev": 1.026, "energy_ev": -8098.2881, "lumo_ev": 0.95, "homo_lumo_gap_ev": 9.53, "mol_weight_da": 84.1, "fmax_ev_per_a": 0.3, "spin_multiplicity": 1, "symbols": ["N", "C", "C", "N", "N", "N", "H", "H", "H", "H"], "coordinates": [[1.835, 0.124, 0.204], [0.470, -0.113, 0.080], [-0.569, 0.737, -0.214], [-1.668, -0.056, -0.050], [-1.337, -1.285, 0.328], [-0.042, -1.339, 0.382], [2.231, 0.681, -0.540], [2.327, -0.755, 0.304], [-0.618, 1.761, -0.552], [-2.627, 0.231, 0.066]]}



Record 7
{"formula": "C2H4N4", "method": "ωB97M-V/def2-TZVPD", "smiles": "[H]/N=N/C(N)=C=N", "e_above_lowest_ev": 4.146, "energy_ev": -8095.1681, "lumo_ev": 0.42, "homo_lumo_gap_ev": 8.93, "mol_weight_da": 84.1, "fmax_ev_per_a": 2.1, "spin_multiplicity": 1, "symbols": ["H", "N", "N", "C", "N", "C", "N", "H", "H", "H"], "coordinates": [[-2.223, -1.636, -0.416], [-1.700, -0.789, -0.190], [-0.489, -1.096, -0.171], [0.451, -0.059, 0.026], [1.839, -0.260, 0.104], [-0.200, 1.088, 0.028], [-1.187, 1.808, 0.013], [2.291, -0.282, -0.801], [2.040, -1.124, 0.594], [-0.822, 2.351, 0.813]]}



Record 8
{"formula": "C2H4N4", "method": "ωB97M-V/def2-TZVPD", "smiles": "Nc1cnn[nH]1", "e_above_lowest_ev": 1.927, "energy_ev": -8097.3868, "lumo_ev": 0.72, "homo_lumo_gap_ev": 9.63, "mol_weight_da": 84.1, "fmax_ev_per_a": 0.9, "spin_multiplicity": 1, "symbols": ["N", "C", "C", "N", "N", "N", "H", "H", "H", "H"], "coordinates": [[-1.629, 0.160, -0.251], [-0.250, 0.058, -0.256], [0.724, 0.984, -0.039], [1.867, 0.306, 0.334], [1.694, -0.944, 0.225], [0.386, -1.182, -0.206], [-2.063, -0.709, 0.037], [-1.915, 0.900, 0.381], [0.721, 2.055, -0.178], [0.493, -1.640, -1.112]]}



Record 9
{"formula": "C2H4N4", "method": "ωB97M-V/def2-TZVPD", "smiles": "Cn1ncnn1", "e_above_lowest_ev": 1.913, "energy_ev": -8097.4014, "lumo_ev": 0.95, "homo_lumo_gap_ev": 11.71, "mol_weight_da": 84.1, "fmax_ev_per_a": 3.4, "spin_multiplicity": 1, "symbols": ["C", "N", "N", "C", "N", "N", "H", "H", "H", "H"], "coordinates": [[1.265, -0.860, -0.391], [0.200, 0.024, 0.053], [-1.106, -0.363, -0.051], [-1.735, 0.700, 0.384], [-0.884, 1.627, 0.815], [0.336, 1.211, 0.603], [2.038, -0.087, -0.621], [1.664, -1.665, 0.233], [0.963, -1.365, -1.430], [-2.742, 0.779, 0.405]]}



Record 10
{"formula": "C2H4N4", "method": "ωB97M-V/def2-TZVPD", "smiles": "Cn1ncnn1", "e_above_lowest_ev": 1.388, "energy_ev": -8097.9260, "lumo_ev": 0.97, "homo_lumo_gap_ev": 11.69, "mol_weight_da": 84.1, "fmax_ev_per_a": 0.3, "spin_multiplicity": 1, "symbols": ["C", "N", "N", "C", "N", "N", "H", "H", "H", "H"], "coordinates": [[-1.571, 0.040, -0.051], [-0.153, -0.132, 0.113], [0.660, 0.868, 0.390], [1.833, 0.315, 0.154], [1.731, -0.970, -0.259], [0.456, -1.226, -0.291], [-2.057, -0.833, 0.373], [-1.766, 0.117, -1.121], [-1.884, 0.953, 0.450], [2.752, 0.868, 0.242]]}



Record 11
{"formula": "C2H4N4O", "method": "ωB97M-V/def2-TZVPD", "e_above_lowest_ev": 6.175, "energy_ev": -10140.9598, "lumo_ev": [-0.28, -1.07], "homo_lumo_gap_ev": [8.53, 7.43], "mol_weight_da": 100.1, "fmax_ev_per_a": 1.6, "spin_multiplicity": 1, "symbols": ["N", "C", "N", "N", "C", "O", "N", "H", "H", "H", "H"], "coordinates": [[-0.579, 1.190, 2.049], [-0.666, 0.414, 0.927], [-0.257, 0.897, -0.293], [0.530, 0.074, -1.039], [0.296, -1.214, -1.295], [1.372, -1.730, -1.921], [-1.221, -0.697, 0.702], [-0.366, 2.162, 1.868], [-1.282, 1.031, 2.756], [1.189, 0.610, -1.597], [1.126, -2.628, -2.174]]}



Record 12
{"formula": "C2H4N4O", "method": "ωB97M-V/def2-TZVPD", "smiles": "O/N=c1/[nH]cn[nH]1", "e_above_lowest_ev": 2.641, "energy_ev": -10144.4934, "lumo_ev": 0.90, "homo_lumo_gap_ev": 8.57, "mol_weight_da": 100.1, "fmax_ev_per_a": 2.1, "spin_multiplicity": 1, "symbols": ["O", "N", "C", "N", "C", "N", "N", "H", "H", "H", "H"], "coordinates": [[2.389, -0.380, 0.029], [1.502, 0.712, 0.029], [0.283, 0.282, -0.004], [-0.845, 1.092, -0.051], [-1.956, 0.249, 0.019], [-1.624, -0.962, 0.006], [-0.277, -0.988, -0.029], [3.252, 0.012, -0.136], [-0.920, 2.111, 0.008], [-2.957, 0.603, 0.154], [0.259, -1.847, -0.024]]}



Record 13
{"formula": "C2H4N4O", "method": "ωB97M-V/def2-TZVPD", "smiles": "Nc1n[nH]c(O)n1", "e_above_lowest_ev": 1.823, "energy_ev": -10145.3115, "lumo_ev": 0.68, "homo_lumo_gap_ev": 9.64, "mol_weight_da": 100.1, "fmax_ev_per_a": 3.0, "spin_multiplicity": 1, "symbols": ["N", "C", "N", "N", "C", "O", "N", "H", "H", "H", "H"], "coordinates": [[2.183, 0.498, -0.039], [0.910, -0.062, -0.185], [0.582, -1.323, 0.053], [-0.918, -1.058, 0.508], [-1.178, 0.090, -0.090], [-2.419, 0.448, -0.423], [-0.124, 0.786, -0.438], [2.875, -0.127, 0.357], [2.103, 1.330, 0.546], [-1.739, -1.590, 0.849], [-2.284, 1.084, -1.143]]}



Record 14
{"formula": "C2H4N4O", "method": "ωB97M-V/def2-TZVPD", "smiles": "[H]/N=C(/N)NN=C=O", "e_above_lowest_ev": 2.402, "energy_ev": -10144.7327, "lumo_ev": 0.44, "homo_lumo_gap_ev": 9.83, "mol_weight_da": 100.1, "fmax_ev_per_a": 3.6, "spin_multiplicity": 1, "symbols": ["H", "N", "C", "N", "N", "N", "C", "O", "H", "H", "H"], "coordinates": [[-0.238, -0.116, 2.227], [0.478, 0.688, 1.959], [0.226, 0.749, 0.741], [0.889, 1.361, -0.265], [-0.864, -0.305, 0.391], [-0.874, -0.908, -0.862], [-0.326, -1.845, -1.379], [0.094, -2.647, -2.110], [0.655, 1.144, -1.220], [1.756, 1.804, -0.010], [-1.795, 0.074, 0.528]]}



Record 15
{"formula": "C2H4N4O", "method": "ωB97M-V/def2-TZVPD", "e_above_lowest_ev": 3.956, "energy_ev": -10143.1786, "lumo_ev": 0.53, "homo_lumo_gap_ev": 8.25, "mol_weight_da": 100.1, "fmax_ev_per_a": 2.7, "spin_multiplicity": 1, "symbols": ["C", "C", "N", "N", "N", "N", "O", "H", "H", "H", "H"], "coordinates": [[0.276, -1.618, 0.191], [2.296, -2.760, 1.152], [1.256, -2.437, 0.659], [1.685, 0.152, 0.524], [0.598, -0.340, 0.092], [-0.350, 0.626, -0.354], [3.313, -3.114, 1.619], [-0.713, -1.832, -0.091], [1.609, 1.153, 0.620], [-0.806, 1.246, 0.291], [-1.087, 0.189, -0.917]]}



Record 16
{"formula": "C2H4N4O2", "method": "ωB97M-V/def2-TZVPD", "e_above_lowest_ev": 6.015, "energy_ev": -12187.4730, "lumo_ev": 0.26, "homo_lumo_gap_ev": 9.16, "mol_weight_da": 116.1, "fmax_ev_per_a": 7.3, "spin_multiplicity": 1, "symbols": ["C", "C", "H", "H", "H", "H", "N", "N", "N", "N", "O", "O"], "coordinates": [[0.064, 0.098, -0.420], [-1.535, -1.221, 0.049], [1.903, -1.059, 0.192], [2.932, 0.093, -0.462], [-1.839, -2.168, 0.740], [0.059, 2.098, 0.602], [2.068, -0.064, 0.214], [1.122, 0.715, -0.231], [-0.269, -1.233, -0.263], [-1.116, 0.871, -0.595], [-2.224, -0.055, -0.014], [-1.166, 1.923, 0.188]]}



Record 17
{"formula": "C2H4N4O2", "method": "ωB97M-V/def2-TZVPD", "smiles": "NC(=O)/N=N\\C(N)=O", "e_above_lowest_ev": 1.670, "energy_ev": -12191.8180, "lumo_ev": -0.59, "homo_lumo_gap_ev": 8.66, "mol_weight_da": 116.1, "fmax_ev_per_a": 7.6, "spin_multiplicity": 1, "symbols": ["N", "C", "O", "N", "N", "C", "N", "O", "H", "H", "H", "H"], "coordinates": [[-0.733, 2.399, 0.069], [-0.260, 1.197, -0.312], [0.820, 0.894, -0.805], [-1.269, 0.185, -0.250], [-0.945, -1.033, -0.098], [0.456, -1.204, 0.451], [0.978, -2.212, -0.192], [0.834, -0.407, 1.348], [-0.222, 3.339, -0.092], [-1.763, 2.663, 0.395], [0.326, -2.972, -0.785], [1.777, -2.850, 0.272]]}



Record 18
{"formula": "C2H4N4O2", "method": "ωB97M-V/def2-TZVPD", "e_above_lowest_ev": 7.538, "energy_ev": -12185.9499, "lumo_ev": [-1.41, -1.19], "homo_lumo_gap_ev": [8.05, 7.75], "mol_weight_da": 116.1, "fmax_ev_per_a": 5.9, "spin_multiplicity": 1, "symbols": ["C", "C", "N", "N", "N", "N", "O", "O", "H", "H", "H", "H"], "coordinates": [[0.940, 0.417, -1.318], [-0.450, -0.001, 0.332], [-0.378, 0.685, -1.711], [-1.176, 0.508, -0.790], [0.818, -0.304, -0.090], [-1.161, -0.767, 1.277], [-2.346, -0.791, 1.205], [-0.405, -1.345, 2.005], [1.704, -0.146, -2.051], [1.630, 1.289, -1.203], [-0.541, 1.318, 1.751], [1.365, -0.863, 0.591]]}



Record 19
{"formula": "C2H4N4O2", "method": "ωB97M-V/def2-TZVPD", "e_above_lowest_ev": 4.144, "energy_ev": -12189.3439, "lumo_ev": 0.29, "homo_lumo_gap_ev": 9.73, "mol_weight_da": 116.1, "fmax_ev_per_a": 10.6, "spin_multiplicity": 1, "symbols": ["C", "C", "H", "H", "H", "H", "N", "N", "N", "N", "O", "O"], "coordinates": [[-0.388, 1.159, -0.415], [-0.181, -0.956, -0.279], [2.098, -1.600, 0.975], [0.363, -1.701, 1.585], [-0.891, 3.024, -0.280], [-1.422, -0.042, -1.745], [1.406, -0.925, 1.439], [0.949, -0.143, -0.013], [0.713, 1.125, 0.315], [-0.996, 0.035, -0.869], [-1.354, 2.256, -0.465], [-0.296, -2.231, -0.247]]}



Record 20
{"formula": "C2H4N4O2", "method": "ωB97M-V/def2-TZVPD", "smiles": "c1c[nH]nn1.O=NO", "e_above_lowest_ev": 3.811, "energy_ev": -12189.6768, "lumo_ev": 0.80, "homo_lumo_gap_ev": 10.48, "mol_weight_da": 116.1, "fmax_ev_per_a": 2.8, "spin_multiplicity": 1, "symbols": ["C", "C", "N", "N", "N", "H", "H", "H", "O", "N", "O", "H"], "coordinates": [[-0.576, 0.091, 0.903], [-0.789, 0.820, -0.237], [0.111, 0.464, -1.152], [0.899, -0.563, -0.611], [0.476, -0.769, 0.595], [-1.175, -0.086, 1.830], [-1.541, 1.601, -0.295], [0.419, 0.906, -2.059], [0.516, -0.702, 3.411], [1.334, -1.256, 2.733], [2.426, -0.424, 2.446], [3.115, -0.962, 1.892]]}